Entry 1:
{
  "formula": "C4H10NO",
  "method": "wB97M-V/def2-TZVPD",
  "elements": ["C", "C", "N", "C", "C", "O", "H", "H", "H", "H", "H", "H", "H", "H", "H", "H"],
  "positions_angstrom": [[1.8162, 1.1577, 0.0283], [1.2647, -0.2369, -0.2208], [0.2812, -0.7771, 0.7596], [-0.9300, -1.1205, -0.0440], [-2.1269, 0.0372, -0.0300], [-1.6679, 1.0900, 0.7170], [2.0561, 1.2727, 1.1130], [2.6681, 1.3451, -0.6289], [0.9881, 1.9163, -0.2498], [2.1542, -0.9116, 0.0070], [1.0219, -0.3529, -1.3281], [-0.0315, 0.0478, 1.4005], [-0.7804, -1.3333, -1.1551], [-1.3612, -2.1251, 0.2156], [-2.9540, -0.4753, 0.4454], [-2.3985, 0.4658, -1.0298]],
  "forces_ev_per_a": [[-2.162, 1.298, 0.063], [2.324, -1.410, 0.563], [-1.548, 1.544, -1.395], [-1.737, -0.669, -1.289], [2.529, 1.120, 1.318], [-0.272, -0.144, 0.153], [0.054, 0.105, -0.877], [0.168, -0.007, 0.269], [1.271, -0.974, 0.689], [-0.515, 0.511, -0.974], [-0.108, 0.039, 1.556], [-0.059, -1.290, -1.757], [0.822, 0.520, 1.219], [0.231, 0.796, 0.642], [-1.026, -0.322, -0.073], [0.028, -1.115, -0.107]],
  "lowdin_charge": [-0.150, -0.358, -0.106, -0.256, -0.461, -0.414, 0.070, 0.045, 0.088, 0.089, 0.107, 0.103, 0.074, 0.066, 0.040, 0.065],
  "relative_energy_kj_mol": 153.4,
  "gap_ev": 6.69,
  "e_tot_ev": -7845.946,
  "charge": -1,
  "spin_multiplicity": 1,
  "homo_ev": -2.4,
  "smiles": "CCNCC[O-]",
  "largest_force_ha_per_bohr": 0.060
}


Entry 2:
{
  "formula": "C29H23Br2N2OReS",
  "method": "wB97M-V/def2-TZVPD",
  "elements": ["Re", "C", "C", "C", "C", "C", "C", "Br", "C", "C", "Br", "C", "O", "C", "N", "H", "H", "H", "H", "H", "H", "C", "C", "C", "C", "N", "C", "C", "H", "H", "H", "H", "H", "H", "H", "S", "C", "C", "C", "C", "C", "C", "H", "H", "H", "H", "H", "C", "C", "C", "C", "C", "C", "C", "H", "H", "H", "H", "H"],
  "positions_angstrom": [[-0.7446, 0.1380, -0.6258], [1.4842, -2.8282, -0.0987], [0.0968, -3.0299, 0.3902], [-0.2359, -4.2599, 0.9869], [-1.4883, -4.4923, 1.4778], [-2.4563, -3.4782, 1.3765], [-3.8018, -3.5790, 1.8356], [-4.3792, -5.1335, 2.7070], [-4.6915, -2.5516, 1.6562], [-4.2850, -1.3685, 1.0127], [-5.5092, 0.0158, 0.7550], [-2.9848, -1.2445, 0.5826], [-2.5354, -0.1380, -0.0451], [-2.0567, -2.2826, 0.7557], [-0.7922, -2.0386, 0.2673], [2.1290, -3.6477, 0.2053], [1.8913, -1.8995, 0.2985], [1.5011, -2.7669, -1.1854], [0.5289, -5.0198, 1.0529], [-1.7393, -5.4379, 1.9391], [-5.7114, -2.6421, 1.9999], [1.9724, 2.3983, 4.6341], [1.3472, 1.8790, 3.3828], [1.7341, 2.3354, 2.1214], [1.1361, 1.8376, 0.9889], [0.1802, 0.8829, 1.0527], [-0.2114, 0.4318, 2.2650], [0.3429, 0.9107, 3.4268], [2.7515, 3.1262, 4.4244], [2.4041, 1.5760, 5.2064], [1.2159, 2.8661, 5.2661], [2.4978, 3.0937, 2.0176], [1.4038, 2.1865, 0.0015], [-0.9867, -0.3225, 2.2816], [-0.0130, 0.5243, 4.3722], [0.7633, 0.1158, -2.3390], [2.2745, -0.7924, -2.3472], [2.5886, -1.5270, -3.4898], [3.8422, -2.1072, -3.6027], [4.7826, -1.9323, -2.5966], [4.4749, -1.1746, -1.4716], [3.2205, -0.6058, -1.3417], [1.8591, -1.6410, -4.2805], [4.0886, -2.6842, -4.4831], [5.7648, -2.3736, -2.6947], [5.2166, -1.0254, -0.6990], [2.9835, -0.0027, -0.4731], [-1.1681, 1.6975, -1.3408], [-1.5176, 2.9329, -1.8913], [-2.0053, 3.9479, -1.0463], [-2.3077, 5.1784, -1.5896], [-2.1255, 5.3957, -2.9532], [-1.6554, 4.3900, -3.7933], [-1.3514, 3.1497, -3.2728], [-2.1484, 3.7520, 0.0076], [-2.6897, 5.9698, -0.9610], [-2.3572, 6.3669, -3.3693], [-1.5352, 4.5783, -4.8504], [-0.9920, 2.3506, -3.9066]],
  "forces_ev_per_a": [[-0.030, 0.538, -0.391], [-0.017, 0.035, 0.075], [0.048, -0.053, 0.091], [-0.008, 0.012, -0.029], [0.005, 0.001, 0.025], [-0.094, -0.005, -0.008], [0.018, 0.107, -0.045], [-0.016, -0.040, 0.004], [0.120, -0.032, -0.016], [0.012, -0.091, 0.032], [0.024, 0.007, -0.010], [0.067, 0.077, -0.129], [-0.212, -0.288, -0.035], [-0.113, 0.052, -0.060], [-0.048, -0.209, 0.155], [0.013, -0.012, 0.023], [-0.020, -0.032, -0.022], [-0.002, -0.027, 0.002], [0.003, -0.002, -0.007], [0.001, 0.001, 0.000], [-0.014, -0.007, 0.018], [-0.003, 0.007, 0.002], [0.033, 0.007, -0.003], [-0.030, -0.026, -0.059], [-0.045, 0.042, 0.090], [0.174, 0.122, 0.030], [0.088, -0.023, 0.017], [-0.044, -0.030, -0.029], [0.002, 0.006, 0.005], [0.003, -0.001, 0.009], [-0.005, 0.003, 0.005], [0.012, -0.006, 0.002], [-0.011, -0.002, 0.011], [-0.002, 0.011, 0.001], [0.004, -0.007, 0.008], [0.015, 0.159, 0.132], [-0.093, -0.222, -0.164], [-0.008, -0.039, 0.072], [-0.017, -0.008, 0.005], [-0.003, 0.010, 0.025], [-0.012, -0.018, -0.018], [0.041, 0.135, -0.047], [-0.012, 0.005, -0.022], [0.004, -0.004, -0.008], [0.007, -0.007, 0.000], [0.015, 0.009, 0.004], [-0.003, 0.005, -0.007], [0.239, -0.095, 0.367], [-0.065, -0.131, -0.089], [-0.010, 0.053, -0.036], [0.010, -0.048, 0.003], [-0.003, 0.035, -0.007], [0.004, -0.045, 0.030], [-0.042, 0.053, -0.010], [0.009, 0.001, 0.023], [0.002, 0.016, 0.010], [-0.021, 0.006, -0.008], [0.009, 0.005, -0.011], [0.019, -0.007, -0.008]],
  "lowdin_charge": [1.349, -0.008, -0.268, 0.022, 0.026, -0.171, -0.598, 0.891, -0.133, -0.592, 0.894, -0.364, -0.258, -0.169, 0.041, 0.102, 0.073, 0.086, 0.129, 0.102, 0.111, -0.008, -0.211, 0.026, -0.091, -0.121, -0.070, 0.026, 0.092, 0.106, 0.107, 0.135, 0.118, 0.115, 0.139, 0.759, -0.640, -0.101, -0.046, -0.040, -0.053, -0.147, 0.112, 0.120, 0.120, 0.118, 0.093, -0.179, -0.275, -0.005, -0.036, -0.013, -0.031, -0.004, 0.125, 0.122, 0.126, 0.124, 0.117],
  "relative_energy_kj_mol": 50.8,
  "gap_ev": 5.91,
  "e_tot_ev": -188509.917,
  "charge": 2,
  "spin_multiplicity": 1,
  "homo_ev": -13.7,
  "largest_force_ha_per_bohr": 0.013
}


Entry 3:
{
  "formula": "C4H12O3",
  "method": "wB97M-V/def2-TZVPD",
  "elements": ["C", "C", "C", "C", "O", "H", "H", "H", "H", "H", "H", "H", "H", "O", "H", "H", "O", "H", "H"],
  "positions_angstrom": [[-0.4805, -0.0303, -2.7171], [0.1879, -0.5989, -1.4955], [0.8476, -0.0754, -0.4746], [2.0648, -0.4724, 0.4338], [0.1785, 0.9566, 0.0903], [-0.9376, 0.9188, -2.5858], [-1.2833, -0.5755, -3.0278], [0.3859, 0.1488, -3.3851], [0.3739, -1.6545, -1.6102], [3.0927, -0.3763, 0.0325], [2.1399, -1.5052, 0.7033], [2.0488, 0.1332, 1.3893], [0.7599, 1.7115, 0.5014], [-0.6704, 1.3502, 2.8522], [-0.5854, 0.8933, 2.0317], [-1.5906, 1.6054, 2.9226], [-1.7817, -0.6606, 1.5675], [-2.0560, -1.1635, 0.8094], [-2.6944, -0.6051, 1.9619]],
  "forces_ev_per_a": [[2.315, 2.020, 1.725], [0.978, -2.114, -0.656], [0.513, 0.284, 2.013], [0.028, 0.504, 0.002], [1.173, 4.276, 1.171], [-0.100, 1.262, 0.553], [-1.567, -2.164, -1.472], [-0.994, -0.519, -0.416], [0.684, -0.377, -0.490], [-0.708, 0.688, -0.551], [-0.756, -0.852, 0.329], [-0.213, -0.754, -1.071], [-1.281, -2.191, -1.179], [0.419, 1.081, 1.400], [-0.214, -0.713, -1.032], [-0.054, -0.012, -0.105], [-2.269, -0.229, 0.751], [0.582, -0.478, -1.129], [1.464, 0.286, 0.158]],
  "lowdin_charge": [-0.078, -0.129, -0.377, -0.012, -0.050, 0.057, 0.033, 0.096, 0.095, 0.075, 0.058, 0.092, 0.164, -0.063, -0.044, 0.029, -0.059, 0.032, 0.082],
  "relative_energy_kj_mol": 225.6,
  "gap_ev": 8.87,
  "e_tot_ev": -10482.801,
  "spin_multiplicity": 1,
  "homo_ev": -8.3,
  "smiles": "C/C=C(/C)O.O.O",
  "largest_force_ha_per_bohr": 0.089
}


Entry 4:
{
  "formula": "C5H11NO2",
  "method": "wB97M-V/def2-TZVPD",
  "elements": ["H", "N", "C", "C", "C", "C", "O", "H", "H", "H", "H", "H", "H", "C", "O", "H", "H", "H", "H"],
  "positions_angstrom": [[-2.6640, -0.2526, 0.6176], [-2.2641, 0.6244, 0.9651], [-1.0171, 0.7704, 0.7446], [-0.3396, 1.9454, 1.3889], [-0.1668, 0.1274, -0.8031], [0.6662, 0.8810, -1.5294], [-1.0506, -0.7003, -1.4046], [0.6715, 2.0704, 0.9999], [-0.2343, 1.7829, 2.4629], [-0.8778, 2.8775, 1.2076], [1.4784, 1.4272, -1.0840], [0.4696, 1.0202, -2.5813], [-1.8651, -0.7254, -0.8788], [1.4727, -2.2154, -0.1909], [0.8592, -1.0660, 0.3988], [2.0424, -1.8978, -1.0647], [0.7546, -2.9549, -0.5494], [2.1589, -2.6260, 0.5478], [-0.0941, -1.0885, 0.7529]],
  "forces_ev_per_a": [[-0.156, 0.223, -0.357], [1.037, -1.002, 0.313], [0.352, 0.591, -2.286], [0.900, -0.126, -0.176], [-2.775, 2.453, 0.967], [-0.069, 0.111, 0.323], [0.001, -0.248, 0.039], [-0.052, -0.004, -0.047], [-0.248, 0.004, -0.016], [-0.149, -0.200, 0.066], [-0.085, 0.221, 0.163], [0.191, -0.447, -0.138], [0.080, 0.078, -0.257], [-0.356, -0.109, 0.274], [-0.947, -0.470, 1.394], [-0.037, 0.343, 0.087], [-0.043, 0.012, 0.275], [-0.034, -0.289, -0.125], [2.391, -1.140, -0.497]],
  "lowdin_charge": [0.042, 0.115, -0.292, -0.066, -0.385, 0.020, 0.028, 0.061, 0.080, 0.085, 0.050, 0.061, 0.079, -0.090, -0.162, 0.086, 0.087, 0.082, 0.119],
  "relative_energy_kj_mol": 523.8,
  "gap_ev": 8.38,
  "e_tot_ev": -10943.838,
  "spin_multiplicity": 1,
  "homo_ev": -7.8,
  "smiles": "[H]/N=C(/C)C(=C)O.CO",
  "largest_force_ha_per_bohr": 0.074
}


Entry 5:
{
  "formula": "C11H18",
  "method": "wB97M-V/def2-TZVPD",
  "elements": ["C", "C", "C", "C", "C", "C", "C", "H", "H", "H", "H", "H", "H", "H", "H", "C", "C", "C", "C", "H", "H", "H", "H", "H", "H", "H", "H", "H", "H"],
  "positions_angstrom": [[-2.3061, -2.5541, -0.1639], [-1.6600, -1.5727, -1.0928], [-2.0274, -0.2284, -1.0964], [-1.2763, 0.7034, -1.7989], [-0.1981, 0.3012, -2.5646], [0.1867, -1.0371, -2.5635], [-0.5004, -1.9366, -1.7712], [-3.3891, -2.4012, -0.0558], [-1.9399, -2.4224, 0.8554], [-2.1885, -3.5983, -0.4511], [-2.9530, 0.1185, -0.6631], [-1.4688, 1.7564, -1.6219], [0.4991, 1.0412, -2.9278], [0.9658, -1.3712, -3.2383], [-0.1664, -2.9639, -1.7777], [1.8905, 1.7161, 2.7213], [1.0335, 1.4712, 1.4852], [1.8458, 1.5439, 0.1958], [0.3423, 0.0918, 1.5714], [2.5682, 0.8742, 2.8396], [1.2355, 1.7151, 3.5968], [2.4033, 2.6832, 2.6906], [0.2792, 2.2614, 1.3585], [2.7050, 0.8633, 0.2873], [1.2713, 1.1879, -0.6620], [2.2376, 2.5287, -0.0898], [0.8309, -0.6095, 0.9032], [0.5117, -0.3022, 2.5803], [-0.7323, 0.1401, 1.4532]],
  "forces_ev_per_a": [[-1.056, -0.086, 0.315], [0.497, 0.187, 0.745], [-0.260, -0.160, -0.830], [0.150, 0.078, 0.374], [0.702, 0.008, 0.736], [-0.399, 0.335, -0.366], [-0.223, -0.260, -0.728], [0.159, 0.139, -0.280], [0.316, -0.086, -0.023], [0.275, 0.069, -0.083], [-0.019, -0.160, 0.537], [-0.163, -0.017, -0.389], [-0.220, 0.118, -0.627], [0.245, 0.006, 0.337], [-0.082, -0.184, 0.176], [-0.729, 0.237, 0.004], [-0.294, 0.334, -0.851], [0.648, -0.406, -0.362], [0.597, 0.333, 1.086], [0.399, 0.125, 0.014], [0.108, 0.061, 0.077], [0.159, -0.292, -0.035], [-0.040, -0.149, 0.505], [-0.021, 0.122, -0.103], [-0.076, 0.018, 0.180], [-0.119, -0.031, 0.430], [-0.311, -0.168, -0.343], [-0.120, -0.070, -0.043], [-0.121, -0.101, -0.452]],
  "lowdin_charge": [-0.058, -0.285, -0.067, -0.101, -0.119, -0.085, -0.061, 0.080, 0.077, 0.076, 0.111, 0.107, 0.100, 0.103, 0.108, -0.097, -0.480, -0.097, -0.074, 0.078, 0.074, 0.077, 0.125, 0.084, 0.040, 0.078, 0.073, 0.069, 0.063],
  "relative_energy_kj_mol": 49.9,
  "gap_ev": 10.08,
  "e_tot_ev": -11698.763,
  "spin_multiplicity": 1,
  "homo_ev": -9.0,
  "smiles": "Cc1ccccc1.CC(C)C",
  "largest_force_ha_per_bohr": 0.025
}